(one)
Density functional theory data (ωB97M-V with the def2-TZVPD basis set) for a 2-piece molecular cluster, C2H4OS overall.

Geometry as XYZ:
```
8
Properties=species:S:1:pos:R:3:mulliken_charge:R:1
C -0.6902 -1.1133 0.1931 -0.469
C -0.0166 -0.1374 0.7885 -0.496
O 1.2194 1.7410 -0.7437 -0.314
S 0.8778 2.0574 -2.1702 0.261
H -0.4128 -1.4478 -0.7961 0.217
H 0.7405 0.4253 0.3007 0.298
H -0.2344 0.1195 1.7583 0.260
H -1.4839 -1.6447 0.6694 0.243
```

Frontier orbital gap (spin up / spin down) = 7.7 / 7.7 eV
LUMO energy (spin up / spin down) = -1.9 / -1.9 eV
Structure (SMILES) = C=C.O=S
Molar mass = 76.12 g mol⁻¹
E_HOMO (spin up / spin down) = -9.611 / -9.603 eV

***

(two)
Density functional theory data (ωB97M-V with the def2-TZVPD basis set) for the molecule C2H4OS.

Geometry as XYZ:
```
8
Properties=species:S:1:pos:R:3:mulliken_charge:R:1
C -0.5434 0.1041 -0.1090 -0.335
C 0.6829 0.0162 -0.8357 0.296
H 0.5202 -0.3575 2.0868 0.117
H -1.1196 -0.8678 -0.3318 0.273
H -1.5492 0.8293 -0.3874 0.276
H 1.4318 -0.1648 0.1080 0.051
O 0.9724 -0.0521 -2.0983 -0.496
S -0.3950 0.4926 1.5674 -0.182
```

Frontier orbital gap = 10.0 eV
LUMO energy = 0.1 eV
Structure (SMILES) = O=CCS
Molar mass = 76.12 g mol⁻¹
E_HOMO = -9.848 eV

***

The structure with the greatest stability is (two).